--- 1 ---
{"formula": "C5H14NO", "method": "the ωB97M-V functional and the def2-TZVPD basis", "total_charge": 1, "e_homo_ev": -15.04, "symbols": ["C", "C", "C", "C", "C", "N", "H", "H", "H", "H", "H", "H", "H", "H", "H", "H", "H", "H", "H", "H", "O"], "positions_angstrom": [[-0.14, -1.98, 1.89], [-0.92, -1.99, 0.58], [-0.95, -0.60, -0.06], [0.51, -0.22, -0.43], [0.77, 1.58, -2.05], [0.42, 0.37, -1.82], [-0.22, -2.97, 2.38], [-0.53, -1.27, 2.62], [0.94, -1.80, 1.82], [-1.94, -2.29, 0.82], [-0.54, -2.79, -0.07], [-1.34, 0.15, 0.62], [-1.51, -0.53, -0.99], [1.14, -1.11, -0.46], [1.01, 0.50, 0.21], [0.42, 2.08, -2.94], [1.49, 2.06, -1.39], [0.22, -0.31, -2.55], [1.02, 2.28, 1.77], [-0.17, 3.18, 1.69], [0.23, 2.43, 1.24]], "nbo_charge": [-0.622, -0.408, -0.408, -0.222, 0.141, -0.399, 0.236, 0.215, 0.197, 0.230, 0.209, 0.244, 0.209, 0.226, 0.234, 0.228, 0.234, 0.449, 0.477, 0.492, -0.964]}

--- 2 ---
{"formula": "C5H14NO", "method": "the ωB97M-V functional and the def2-TZVPD basis", "total_charge": 1, "e_homo_ev": -13.20, "symbols": ["C", "C", "C", "C", "C", "N", "H", "H", "H", "H", "H", "H", "H", "H", "H", "H", "H", "H", "H", "H", "O"], "positions_angstrom": [[0.71, -0.49, -1.55], [-0.63, 0.18, -1.33], [-0.60, 0.93, -0.01], [0.34, 1.88, 0.20], [0.38, 2.95, 1.24], [0.94, -1.55, -0.37], [0.59, -1.21, -2.38], [1.74, -0.20, -1.70], [-0.87, 0.74, -2.24], [-1.49, -0.52, -1.39], [-1.45, 1.08, 0.64], [1.23, 1.86, -0.42], [-0.59, 2.77, 1.73], [1.13, 2.91, 2.02], [0.31, 3.96, 0.81], [0.97, -1.01, 0.50], [-0.01, -1.94, -0.36], [1.75, -2.16, -0.39], [-1.99, -2.93, 1.52], [-0.66, -3.53, 1.20], [-1.07, -2.68, 1.45]], "nbo_charge": [-0.192, -0.483, -0.294, -0.091, -0.665, -0.719, 0.220, 0.246, 0.270, 0.244, 0.228, 0.174, 0.213, 0.243, 0.248, 0.447, 0.457, 0.442, 0.494, 0.473, -0.956]}

Stability summary - winner: 1; margin: 34.7 kJ/mol.

--- 1 ---
{"formula": "C6H14N4O", "method": "the ωB97M-V functional and the def2-TZVPD basis", "total_charge": 2, "e_homo_ev": -16.95, "symbols": ["C", "C", "C", "C", "C", "C", "N", "N", "N", "N", "O", "H", "H", "H", "H", "H", "H", "H", "H", "H", "H", "H", "H", "H", "H"], "positions_angstrom": [[0.17, 0.56, 2.54], [0.40, -0.90, -1.82], [1.37, -0.42, -2.84], [-1.08, 0.61, 3.34], [-2.03, 1.26, 2.43], [-1.66, 0.51, 1.08], [-0.19, 0.53, 1.30], [2.61, -0.54, -2.54], [-0.17, -2.06, -1.90], [0.98, 0.17, -3.94], [1.32, 0.52, 3.02], [-1.51, -0.39, 3.62], [-0.98, 0.89, 4.36], [-3.02, 1.18, 2.73], [-1.82, 2.29, 2.39], [-1.98, -0.53, 0.96], [-1.95, 1.05, 0.08], [3.36, -0.15, -3.16], [2.89, -1.18, -1.69], [2.11, 0.68, 2.43], [0.06, -2.65, -2.69], [-0.92, -2.41, -1.34], [0.40, 0.44, 0.44], [1.63, 0.43, -4.60], [-0.01, 0.09, -4.22]], "nbo_charge": [0.723, 0.067, 0.418, -0.516, -0.393, -0.218, -0.534, -0.725, -0.638, -0.704, -0.561, 0.275, 0.285, 0.255, 0.232, 0.215, 0.244, 0.450, 0.453, 0.533, 0.400, 0.432, 0.441, 0.426, 0.440]}

--- 2 ---
{"formula": "C6H14N4O", "method": "the ωB97M-V functional and the def2-TZVPD basis", "total_charge": 2, "e_homo_ev": -17.21, "symbols": ["C", "C", "C", "C", "C", "C", "N", "N", "N", "N", "O", "H", "H", "H", "H", "H", "H", "H", "H", "H", "H", "H", "H", "H", "H"], "positions_angstrom": [[1.29, -1.06, -0.01], [0.15, 0.05, -1.80], [0.18, -0.33, 0.82], [-0.93, -1.34, 1.15], [0.86, 0.31, 2.00], [-1.94, 2.36, -0.29], [-0.33, 0.83, 0.12], [1.07, -0.81, -1.34], [2.08, -1.91, 0.43], [-0.15, 0.28, -3.02], [-1.53, 1.12, 0.36], [-1.58, -1.76, 0.33], [-1.58, -0.60, 1.91], [-0.63, -2.08, 1.80], [0.35, 0.24, 2.88], [0.99, 1.37, 1.73], [1.88, -0.08, 2.07], [-2.08, 2.18, -1.37], [-1.36, 3.26, -0.01], [-2.98, 2.55, 0.21], [1.69, -1.14, -2.10], [2.18, -2.16, 1.38], [2.87, -2.27, -0.24], [-0.83, 1.07, -3.21], [0.34, -0.08, -3.83]], "nbo_charge": [0.634, 0.504, 0.005, -0.640, -0.609, -0.296, 0.081, -0.598, -0.641, -0.692, -0.239, 0.265, 0.264, 0.244, 0.259, 0.269, 0.223, 0.204, 0.247, 0.259, 0.428, 0.466, 0.469, 0.463, 0.432]}

Stability summary - winner: 1; margin: 428.3 kJ/mol.

--- 1 ---
{"formula": "C2H6N2O2S", "method": "the ωB97M-V functional and the def2-TZVPD basis", "e_homo_ev": -9.46, "smiles": "C[S@](#N)(N)OC=O", "symbols": ["C", "S", "N", "N", "O", "C", "O", "H", "H", "H", "H", "H", "H"], "positions_angstrom": [[-0.44, 1.77, 0.72], [0.47, 0.31, 0.21], [1.68, 0.13, 0.94], [0.68, 0.38, -1.45], [-0.89, -0.91, 0.36], [-0.47, -2.17, 0.16], [0.53, -2.55, -0.30], [0.35, 2.44, 1.09], [-1.17, 2.29, -0.02], [-0.94, 1.58, 1.66], [-0.02, -0.10, -2.07], [1.51, -0.19, -1.63], [-1.28, -2.98, 0.33]], "nbo_charge": [-0.863, 1.824, -0.977, -1.054, -0.724, 0.648, -0.570, 0.272, 0.255, 0.264, 0.401, 0.418, 0.107]}

--- 2 ---
{"formula": "C2H6N2O2S", "method": "the ωB97M-V functional and the def2-TZVPD basis", "e_homo_ev": -9.43, "symbols": ["C", "C", "N", "N", "O", "O", "S", "H", "H", "H", "H", "H", "H"], "positions_angstrom": [[-0.90, 0.18, 0.64], [1.10, 0.56, -0.99], [-2.08, 0.34, 0.46], [0.13, -0.47, -0.64], [-1.01, -0.61, 3.04], [-0.01, 1.65, 2.63], [0.17, 0.29, 2.13], [0.61, 1.53, -1.34], [1.89, 0.19, -1.81], [1.76, 0.66, -0.15], [-2.46, 0.43, -0.47], [-1.81, 0.07, 3.05], [-0.53, -0.54, -1.40]], "nbo_charge": [0.239, -0.442, -0.643, -0.660, -0.871, -0.908, 1.490, 0.179, 0.205, 0.196, 0.381, 0.495, 0.339]}

Stability summary - winner: 2; margin: 39.2 kJ/mol.

--- 1 ---
{"formula": "C2H6N2O2S", "method": "the ωB97M-V functional and the def2-TZVPD basis", "e_homo_ev": -7.97, "symbols": ["C", "C", "N", "N", "O", "O", "S", "H", "H", "H", "H", "H", "H"], "positions_angstrom": [[1.61, -0.69, 0.51], [-0.26, 0.62, 0.58], [0.49, 0.60, -2.06], [-1.42, -0.33, 0.84], [1.05, -1.70, 0.76], [2.48, 0.03, 0.26], [-0.53, 1.43, -0.96], [-0.20, 1.34, 1.39], [1.47, 0.76, -1.85], [0.31, -0.39, -2.07], [-1.84, -0.52, -0.08], [-2.14, 0.05, 1.46], [-1.02, -1.20, 1.22]], "nbo_charge": [1.025, -0.666, -0.985, -0.717, -0.638, -0.564, 0.348, 0.198, 0.378, 0.355, 0.424, 0.407, 0.436]}

--- 2 ---
{"formula": "C2H6N2O2S", "method": "the ωB97M-V functional and the def2-TZVPD basis", "e_homo_ev": [-8.29, -8.29], "symbols": ["C", "C", "N", "N", "O", "O", "S", "H", "H", "H", "H", "H", "H"], "positions_angstrom": [[-1.42, 1.78, -0.24], [1.57, -1.49, 0.50], [-1.03, 0.62, 0.14], [-1.49, -0.41, 0.61], [1.53, 1.26, -0.52], [0.38, -0.43, -1.81], [0.71, 0.04, -0.54], [-0.56, 2.25, -0.69], [-2.45, 1.97, -0.48], [2.45, -1.48, -0.13], [0.85, -2.37, 0.39], [1.79, -1.41, 1.59], [-2.31, -0.32, 1.19]], "nbo_charge": [-0.324, -0.720, -0.142, -0.588, -0.921, -0.902, 2.082, 0.221, 0.214, 0.238, 0.260, 0.247, 0.334]}

Stability summary - winner: 1; margin: 341.4 kJ/mol.